C5H11NO | the ωB97M-V functional and the def2-TZVPD basis

Summary:
Highest occupied orbital energy ... -9.14 eV
Relative energy (zero: lowest compared OMol25 entry of this formula, charge and spin) ... 3.520 eV
SMILES string ... C=NC(=C)CC.O
HOMO-LUMO gap ... 9.13 eV

XYZ file:
```
18
C5H11NO the ωB97M-V functional and the def2-TZVPD basis
C 2.2315 -0.5052 0.5051
N 1.0083 -0.9052 0.2773
C 0.2377 -0.1514 -0.6394
C 0.4534 1.1356 -1.1494
C -0.9358 -1.0025 -1.1524
C -2.2071 -0.8635 -0.3273
H 2.8392 -1.0820 1.3092
H 2.7467 0.5016 0.2000
H -0.1696 1.5114 -1.9067
H 0.8290 1.9180 -0.5243
H -1.1855 -0.9987 -2.2141
H -0.6148 -2.1116 -1.1446
H -3.0096 -1.5803 -0.5243
H -2.1179 -0.8373 0.8423
H -2.6307 0.1366 -0.5909
O -0.1791 1.7570 2.0064
H -0.6156 0.8430 1.9641
H -0.3749 2.3023 1.1774
```

Taken from the Löwdin analysis, the atomic charges in e are: -0.03, 0.01, -0.37, 0.06, -0.25, -0.13, 0.09, 0.11, 0.04, 0.03, 0.10, 0.12, 0.06, 0.10, 0.07, -0.13, 0.06, 0.05

C5H11NO | the ωB97M-V functional and the def2-TZVPD basis

Summary:
Highest occupied orbital energy ... -9.29 eV
Relative energy (zero: lowest compared OMol25 entry of this formula, charge and spin) ... 0.545 eV
SMILES string ... CC(C)N(C)C=O
HOMO-LUMO gap ... 10.16 eV

XYZ file:
```
18
C5H11NO the ωB97M-V functional and the def2-TZVPD basis
C -0.9437 -1.4376 -0.3649
C -0.5710 0.0381 -0.4820
C -1.6049 0.9109 0.2304
N 0.7842 0.3132 0.0360
C 1.6410 -0.7348 0.5559
C 1.3097 1.5479 -0.1883
O 0.7558 2.4543 -0.7831
H -0.9964 -1.7586 0.6820
H -1.9361 -1.5858 -0.8021
H -0.2477 -2.0932 -0.8967
H -0.5662 0.3177 -1.5439
H -1.3485 1.9654 0.1222
H -2.5961 0.7516 -0.2083
H -1.6544 0.6605 1.2960
H 1.1703 -1.2739 1.3824
H 1.9229 -1.4588 -0.2181
H 2.5600 -0.2798 0.9342
H 2.3209 1.6626 0.2484
```

Taken from the Löwdin analysis, the atomic charges in e are: -0.07, -0.38, -0.06, -0.11, -0.06, -0.33, 0.01, 0.08, 0.08, 0.08, 0.14, 0.07, 0.08, 0.09, 0.09, 0.09, 0.08, 0.13

C5H11NO | the ωB97M-V functional and the def2-TZVPD basis

Summary:
Highest occupied orbital energy ... -9.59 eV
Relative energy (zero: lowest compared OMol25 entry of this formula, charge and spin) ... 2.468 eV
HOMO-LUMO gap ... 10.50 eV

XYZ file:
```
18
C5H11NO the ωB97M-V functional and the def2-TZVPD basis
C 1.5569 0.2673 -0.4419
C 0.5995 -0.6818 0.2698
C 0.6964 -0.5752 1.7940
N -0.8667 -0.4168 -0.0080
C -1.3163 1.1291 -0.3995
C -1.4324 -0.7494 -1.2067
O -0.8516 -0.9738 -2.2413
H 1.3885 1.2912 -0.0954
H 2.5925 0.0093 -0.1995
H 1.4325 0.2299 -1.5291
H 0.8929 -1.7137 -0.0155
H 0.0400 -1.3187 2.2572
H 1.7121 -0.7029 2.1885
H 0.3348 0.4161 2.0841
H -1.5039 1.5157 0.5775
H -0.5171 1.6234 -0.9550
H -2.2298 1.3750 -1.0073
H -2.5283 -0.7248 -1.0719
```

Taken from the Löwdin analysis, the atomic charges in e are: -0.08, -0.39, -0.08, -0.04, 0.00, -0.46, 0.05, 0.07, 0.08, 0.08, 0.15, 0.08, 0.08, 0.07, 0.07, 0.08, 0.11, 0.13

C5H11NO | the ωB97M-V functional and the def2-TZVPD basis

Summary:
Highest occupied orbital energy ... -7.90 eV
Relative energy (zero: lowest compared OMol25 entry of this formula, charge and spin) ... 4.489 eV
SMILES string ... C=CCNC=C.O
HOMO-LUMO gap ... 8.70 eV

XYZ file:
```
18
C5H11NO the ωB97M-V functional and the def2-TZVPD basis
C 0.0714 -1.2967 2.8325
C 1.1474 -1.6547 2.1029
C 0.7212 -1.6929 0.4852
N 0.2551 -0.3548 0.1249
C 1.0904 0.7548 -0.0772
C 0.8681 1.8559 -0.7934
H 0.0398 -0.7031 3.7364
H -0.8646 -1.5252 2.2908
H 2.1764 -1.6128 2.3475
H 0.0659 -2.5462 0.4167
H 1.6046 -1.7785 -0.2274
H -0.6533 -0.3565 -0.3504
H 1.6838 0.8335 0.8292
H -0.0760 1.7909 -1.2991
H 1.6375 2.4519 -1.1667
O -3.0639 1.7140 -3.5447
H -3.8671 1.9982 -2.9597
H -2.4129 2.4211 -3.4346
```

Taken from the Löwdin analysis, the atomic charges in e are: -0.02, -0.12, -0.18, -0.10, -0.24, -0.01, 0.05, 0.06, 0.06, 0.09, 0.11, 0.13, 0.11, 0.03, 0.03, -0.11, 0.09, 0.02